The following is a quantum chemistry calculation of a cluster of 6 separate species, H12O6 in total, from OMol25.

Geometry as ORCA input:
```
! wB97M-V def2-TZVPD RIJCOSX def2/J DEFGRID3
* xyz 0 1
O -0.048 -0.106 -1.096
H 0.406 -0.823 -0.715
H 0.054 0.617 -0.476
O 3.192 2.554 -0.272
H 3.633 2.535 0.546
H 2.258 2.591 -0.133
O 0.871 -1.809 0.898
H 1.673 -1.316 1.161
H 0.146 -1.170 1.058
O 0.381 2.384 0.169
H -0.176 3.181 0.277
H 0.527 2.199 1.104
O -1.385 -3.545 1.225
H -2.060 -3.211 0.590
H -0.586 -3.042 1.011
O -3.168 -0.547 -1.490
H -3.548 -0.039 -2.210
H -2.171 -0.454 -1.643
*
```

For the HOMO energy, the calculation gives -11.02 eV. The lowest unoccupied orbital energy is -0.0151 Eh. The SMILES is O.O.O.O.O.O. The calculation puts the HOMO-LUMO gap at 0.390 Ha.

The following is a quantum chemistry calculation of a structure of composition C21H15NO5S3V, from OMol25.

Geometry as ORCA input:
```
! wB97M-V def2-TZVPD RIJCOSX def2/J DEFGRID3
* xyz -1 3
V -1.304 1.348 -0.398
O 1.512 0.614 -0.911
C 2.038 0.363 0.378
C 0.937 0.414 1.505
O 1.268 0.270 2.667
O -0.239 0.705 1.096
C 2.580 -1.057 0.360
C 2.374 -1.878 -0.741
C 2.851 -3.182 -0.742
C 3.541 -3.678 0.352
C 3.749 -2.859 1.455
C 3.271 -1.560 1.460
C 3.105 1.415 0.669
C 4.454 1.200 0.420
C 5.375 2.224 0.598
C 4.956 3.474 1.019
C 3.607 3.699 1.260
C 2.691 2.677 1.087
H 1.127 1.512 -0.942
H 1.834 -1.489 -1.593
H 2.677 -3.810 -1.607
H 3.912 -4.695 0.349
H 4.282 -3.237 2.319
H 3.414 -0.928 2.325
H 4.791 0.229 0.083
H 6.425 2.040 0.401
H 5.674 4.273 1.159
H 3.267 4.675 1.582
H 1.638 2.865 1.267
S -0.596 3.172 -1.146
O -4.626 2.063 0.655
S -4.676 1.655 -0.720
O -5.152 2.577 -1.706
N -3.211 1.011 -1.153
C -3.217 -0.327 -1.207
S -1.787 -1.169 -1.279
C -4.598 -0.889 -1.121
C -5.007 -2.206 -1.278
C -6.362 -2.479 -1.177
C -7.282 -1.462 -0.924
C -6.870 -0.144 -0.764
C -5.517 0.107 -0.865
H -4.281 -2.984 -1.472
H -6.713 -3.496 -1.296
H -8.335 -1.705 -0.854
H -7.575 0.653 -0.573
*
```

For the HOMO energy (alpha / beta), the calculation gives -4.92 / -5.70 eV. The lowest unoccupied orbital energy (alpha / beta) is 0.0621 / 0.0614 Eh. The calculation puts the HOMO-LUMO gap (alpha / beta) at 0.243 / 0.271 Ha.

Calculated max |F| (eV/A), listed in the same order as above: 2.1; 0.9
Calculated DFT total energy (a.u.), listed in the same order as above: -458.6148; -3378.9372